No. 1
{"formula": "C43H34F9N5O4PTe2Zr", "method": "ωB97M-V/def2-TZVPD", "energy_ha": -4056.8729, "relative_energy_kj_mol": 520.1, "total_charge": 1, "multiplicity": 1, "species": ["C", "N", "H", "H", "H", "F", "H", "O", "H", "H", "Te", "C", "O", "H", "H", "H", "C", "H", "H", "F", "N", "F", "C", "H", "C", "C", "H", "P", "C", "C", "H", "C", "C", "H", "C", "C", "C", "F", "C", "H", "O", "C", "C", "H", "C", "C", "N", "O", "C", "H", "C", "N", "H", "C", "C", "H", "H", "C", "F", "C", "F", "H", "H", "C", "C", "C", "H", "C", "F", "Te", "C", "H", "C", "H", "C", "C", "H", "H", "C", "H", "H", "H", "C", "C", "C", "C", "C", "C", "C", "N", "F", "F", "H", "C", "C", "Zr", "H", "C", "H"], "coordinates": [[-2.9236, -4.9621, 4.8704], [-0.5770, 0.5206, -2.4698], [1.6831, 4.6959, -2.4273], [2.4460, -1.5766, 3.9736], [3.5743, 6.9127, -2.9432], [-2.5737, -4.4095, 6.0414], [1.9288, 1.6721, 5.6479], [1.2364, 1.8451, 3.7514], [-2.0989, -3.4263, -2.1899], [-2.1208, -4.4279, 0.3440], [1.9936, 3.4348, -0.1284], [0.9651, 1.7757, 5.1666], [0.5972, 1.4076, 1.7085], [0.7485, 5.4245, 1.2827], [0.9516, -2.0579, 2.1197], [4.2756, 0.1479, 3.6569], [2.0395, -4.5444, -2.0765], [1.5252, -3.4756, -3.8627], [0.6533, -4.0840, 0.9610], [2.4996, -6.1887, -3.6882], [2.2119, 0.0492, -1.7306], [-6.1561, -0.8499, -4.0004], [-1.8084, 0.6076, -2.9708], [3.3847, 4.3017, -2.1865], [-1.5214, -2.7113, 1.5079], [0.1445, -2.9546, -0.8034], [-1.1954, 1.9237, 4.1829], [-0.9169, -1.7393, 0.0636], [1.6465, 0.9523, -2.5542], [3.1166, 0.6038, -0.7658], [-2.6112, 0.7468, -2.2617], [3.0741, -5.3710, -2.7885], [-2.4720, -1.7391, -0.9073], [3.2005, 9.6468, 0.3373], [2.7288, 6.1036, -1.1398], [-2.5150, -4.7029, 2.4246], [-4.0485, -2.6038, -2.5095], [-2.4242, -6.2064, 4.8378], [-2.4319, -4.1533, 3.7010], [1.1639, 0.4557, -5.3494], [3.9321, 1.5232, -1.0005], [-6.2828, -1.5481, -2.8527], [3.2811, 7.1205, -1.9182], [2.3588, 5.1383, 1.9490], [0.3972, -2.8074, -2.1658], [3.0731, 8.6541, -0.0786], [1.8596, -0.7894, 0.7454], [1.7078, 2.1972, -2.4596], [-2.8069, -2.6634, -1.8901], [0.3466, 0.9103, 5.3993], [-2.0604, -3.9863, 1.3329], [-1.9870, 1.2505, 2.3923], [2.3272, -5.4758, -0.1684], [-1.9122, -2.8896, 3.8879], [2.5325, 7.6459, 0.6997], [-1.0432, -1.1790, 2.9272], [-2.7913, 0.8683, 2.8696], [-4.6491, -0.7130, -1.1455], [-6.7459, -2.7615, -3.1767], [2.9205, 0.0576, 0.5479], [3.9349, -4.5872, -3.4573], [-3.0820, 0.6013, -4.6794], [4.5699, 1.1521, 1.3959], [2.5033, 4.7358, -1.7217], [0.3034, 1.5290, 2.8813], [-0.9964, 0.4203, -5.2069], [-0.1509, -2.0758, -2.7465], [1.7510, -1.3419, 1.9924], [3.7816, -6.1296, -1.9419], [-0.6960, 3.2759, -0.5281], [-2.0609, 0.5429, -4.3261], [-2.2169, 2.1423, 1.9750], [0.4424, 0.5179, -3.3407], [-3.1378, -0.0385, 0.2174], [0.2942, 0.4478, -4.7060], [-4.9625, -1.6319, -2.1353], [0.4893, 2.6965, 5.5035], [-5.3675, 0.0481, -0.8657], [2.5733, -1.0618, 3.0280], [-2.9323, -5.6941, 2.2892], [-1.1713, 0.3587, -6.2747], [-4.3076, -3.3190, -3.2807], [1.3342, -3.5986, -2.8024], [-3.4025, -0.7674, -0.5403], [1.7892, 5.2572, 1.0256], [3.4560, 8.3888, -1.3904], [-1.4598, -2.1686, 2.7862], [2.3620, 6.3639, 0.1773], [1.7868, -4.7226, -0.7274], [-0.9670, 1.4294, 3.3376], [-4.2619, -5.0656, 4.8502], [-7.2135, -0.9307, -2.1125], [-1.8490, -2.4724, 4.8851], [0.8408, -3.9282, -0.0940], [3.7775, 0.4531, 1.6210], [0.6515, 0.6597, -0.3710], [2.2409, 7.8501, 1.7252], [3.6105, -0.1043, 2.8380], [3.8914, 9.1716, -2.0001]], "forces_ev_per_a": [[0.01, 0.03, -0.06], [0.33, -0.01, -0.21], [-0.14, -0.02, -0.11], [0.02, 0.03, -0.09], [-0.03, 0.02, 0.11], [-0.05, -0.06, 0.01], [0.09, 0.03, 0.00], [0.22, -0.04, 0.36], [-0.07, 0.00, 0.03], [0.00, 0.04, 0.05], [0.29, 1.48, 0.25], [-0.03, 0.02, -0.16], [0.26, -0.29, -0.21], [-0.13, -0.09, -0.05], [-0.03, -0.01, -0.04], [-0.05, -0.02, -0.06], [0.01, -0.02, 0.12], [-0.01, 0.01, 0.08], [0.03, 0.03, -0.02], [0.05, -0.03, -0.02], [0.01, 0.17, -0.26], [-0.03, -0.01, 0.03], [-0.27, -0.19, 0.17], [0.06, -0.03, -0.02], [0.15, 0.30, 0.14], [0.06, 0.07, 0.16], [-0.01, 0.07, 0.19], [-0.44, -0.61, -0.35], [0.00, -0.03, -0.16], [0.65, 0.46, -0.40], [0.00, -0.08, -0.04], [-0.05, 0.00, 0.05], [-0.08, 0.08, 0.19], [0.01, -0.07, -0.04], [-0.04, -0.01, 0.02], [-0.04, -0.04, -0.04], [0.10, -0.06, -0.02], [-0.03, -0.01, 0.06], [0.03, -0.07, -0.11], [-0.03, -0.01, 0.02], [-0.08, -0.45, -0.03], [0.04, 0.04, 0.00], [0.01, 0.02, -0.03], [-0.01, -0.02, -0.01], [-0.08, 0.08, -0.13], [0.01, 0.01, -0.03], [0.58, -0.27, 0.39], [0.54, -0.04, -0.21], [0.01, 0.00, -0.07], [0.04, -0.03, 0.00], [-0.07, -0.05, 0.00], [0.03, -0.14, -0.03], [-0.02, 0.05, -0.02], [0.08, 0.20, -0.05], [-0.01, -0.03, 0.03], [-0.01, -0.01, 0.01], [-0.06, -0.10, 0.01], [0.08, 0.10, 0.07], [-0.05, 0.02, -0.01], [-0.02, -0.07, 0.04], [0.03, -0.05, -0.02], [0.04, 0.00, 0.01], [-0.02, 0.03, -0.01], [0.22, 0.03, 0.00], [-0.46, 0.43, 0.56], [-0.08, 0.00, -0.12], [0.04, 0.03, 0.01], [-0.22, -0.16, -0.32], [0.02, -0.01, -0.06], [-0.31, 0.27, -0.05], [-0.11, 0.00, -0.09], [-0.09, 0.18, -0.16], [0.21, 0.08, -0.04], [-0.01, 0.03, 0.07], [0.11, -0.05, -0.11], [0.00, 0.00, 0.00], [-0.02, 0.02, 0.00], [0.03, -0.06, 0.02], [0.11, 0.03, 0.18], [0.04, 0.05, 0.01], [0.01, 0.00, 0.07], [0.02, 0.02, 0.04], [-0.04, 0.07, -0.11], [-0.12, -0.08, -0.02], [0.32, 0.00, 0.24], [-0.02, -0.02, 0.00], [-0.04, 0.00, 0.01], [0.01, 0.04, -0.05], [-0.01, -0.01, 0.04], [-0.04, -0.11, -0.05], [-0.02, -0.03, 0.07], [-0.01, -0.03, -0.05], [0.00, -0.01, -0.06], [0.02, -0.05, 0.01], [0.04, 0.17, -0.22], [-1.60, -1.01, 0.48], [0.03, -0.02, -0.07], [0.07, -0.07, 0.26], [-0.03, -0.04, 0.04]]}

---

No. 2
{"formula": "C43H34N6P2Zn", "method": "ωB97M-V/def2-TZVPD", "energy_ha": -4449.1443, "relative_energy_kj_mol": 53.7, "total_charge": 2, "multiplicity": 1, "species": ["H", "H", "C", "N", "C", "H", "C", "H", "C", "C", "C", "C", "H", "H", "C", "H", "C", "H", "C", "C", "C", "H", "H", "C", "H", "N", "H", "C", "H", "H", "C", "C", "C", "C", "H", "N", "H", "N", "C", "P", "H", "C", "C", "H", "C", "C", "C", "H", "C", "C", "C", "H", "H", "C", "C", "C", "H", "C", "H", "C", "C", "H", "H", "C", "H", "C", "C", "H", "P", "C", "N", "H", "H", "C", "C", "H", "N", "C", "H", "H", "H", "C", "Zn", "H", "C", "C"], "coordinates": [[-0.4090, -0.5186, -4.2977], [-1.5380, 2.0611, -1.5686], [-0.2755, -2.2304, 2.8269], [-7.1597, -4.4891, 5.0083], [3.6486, 3.2397, 2.5181], [-5.6310, 0.3470, 0.3497], [2.0215, 1.8837, 1.3614], [-3.8029, 2.8224, -2.3648], [3.1482, 1.5615, -4.0351], [2.2956, -2.4082, 3.4989], [0.0077, 2.8150, -3.8759], [-5.1286, -3.1743, 3.6424], [-6.4351, -3.3568, 1.9325], [1.3535, 2.6752, -1.5350], [4.5687, -1.9320, -0.1718], [5.6499, -1.9397, -0.1391], [-4.3280, -1.4556, 2.0110], [6.1508, 3.0521, -5.9646], [2.6754, 3.6443, 3.4225], [-6.0444, -4.1253, 5.6322], [1.8024, -1.9089, -0.2862], [4.6621, 3.6069, 2.6058], [2.4223, -0.4184, 2.6721], [-1.1542, 3.2620, -4.4867], [4.4054, -4.0560, -0.4155], [-2.0133, -1.0986, 1.6534], [-2.4538, -3.5513, 3.8853], [1.7900, -1.2713, 2.8792], [2.9300, 4.3343, 4.2154], [3.8528, 3.3935, -6.7940], [-1.7167, -2.0548, 2.5385], [3.3247, 2.3712, 1.4885], [0.2544, -3.3808, 3.3986], [1.3750, 3.1791, 3.2999], [3.3331, -2.4638, 3.8024], [0.5119, -1.1897, 2.5260], [3.0030, 2.0605, -1.3711], [-2.3476, 0.7665, -0.1703], [-2.7079, -2.7693, 3.1847], [1.8164, 0.7423, -3.0840], [-0.3553, -4.2580, 3.5771], [-3.4698, 0.2601, 0.3609], [-0.6291, 0.5420, -4.3373], [-4.1192, -3.1803, 5.5540], [2.4827, -3.1102, -0.3955], [1.0537, 2.3062, 2.2723], [5.3128, 2.6334, -5.4241], [4.0918, 2.0813, 0.7834], [-2.4524, 1.6691, -1.1393], [3.8864, -0.7296, -0.0647], [-4.7064, 0.7121, -0.0777], [0.7198, 3.5420, -3.5026], [-2.9442, 2.7027, -5.5331], [-4.0467, -2.4640, 2.9331], [2.9398, 2.2920, -5.1996], [-6.2981, -3.5449, 2.9898], [0.0221, 1.9692, 2.1824], [-3.2887, -0.7998, 1.3811], [-2.4787, 0.2770, -5.3923], [2.4936, -0.7107, -0.1087], [5.5298, 1.8864, -4.2729], [-8.1968, -4.5258, 3.2395], [6.5390, 1.7142, -3.9231], [4.0216, 2.8266, -5.8883], [-1.3474, 4.3243, -4.5654], [1.9588, 1.7689, -1.5064], [-1.7916, 0.9894, -4.9546], [4.6321, 0.7300, -2.7123], [1.5245, 0.8157, -0.0202], [-3.7049, 2.0932, -1.5737], [1.5361, -3.4698, 3.7259], [-5.3560, -1.1845, 1.8200], [0.7174, -1.9060, -0.3723], [3.8691, -3.1204, -0.3314], [-7.2778, -4.2071, 3.7164], [0.6129, 3.4969, 3.9984], [-4.8191, 1.6237, -1.0346], [-4.9982, -3.4747, 4.9952], [4.4515, 0.1845, 0.0567], [1.9400, 2.4425, -5.5857], [-5.9864, -4.3623, 6.6876], [4.4541, 1.3453, -3.5900], [-0.5500, 0.0306, 0.8066], [1.9387, -4.0336, -0.5419], [-2.0516, 2.3494, -5.0320], [0.2824, 1.4473, -3.7945]], "forces_ev_per_a": [[-0.02, -0.01, 0.00], [-0.01, -0.01, -0.05], [0.11, 0.03, 0.00], [-0.04, -0.03, 0.06], [0.02, -0.04, -0.06], [0.01, -0.03, -0.02], [0.07, -0.04, -0.07], [0.05, 0.05, -0.05], [-0.04, -0.06, 0.03], [-0.05, -0.04, 0.01], [-0.07, -0.01, 0.00], [0.01, 0.01, 0.10], [-0.03, -0.01, 0.00], [0.05, 0.07, 0.01], [0.01, 0.01, 0.00], [0.00, 0.00, 0.01], [-0.04, 0.00, -0.03], [0.00, 0.00, 0.00], [0.01, 0.02, 0.01], [-0.02, 0.00, -0.06], [0.04, 0.06, -0.08], [-0.01, 0.02, 0.02], [0.01, 0.00, -0.01], [0.01, 0.04, 0.03], [0.01, 0.00, -0.01], [0.10, -0.01, -0.01], [-0.01, 0.03, 0.04], [-0.01, 0.12, 0.03], [0.00, -0.02, 0.02], [-0.01, 0.00, 0.00], [-0.09, -0.04, 0.07], [-0.05, -0.04, 0.04], [-0.03, 0.02, -0.02], [-0.03, 0.00, 0.03], [0.01, 0.02, -0.01], [-0.08, -0.04, 0.04], [0.02, 0.00, -0.02], [0.14, 0.03, 0.13], [-0.03, 0.04, -0.06], [-0.05, 0.16, 0.03], [-0.02, 0.02, 0.02], [-0.07, 0.06, -0.13], [0.02, 0.03, 0.03], [-0.01, -0.01, 0.02], [-0.01, 0.00, 0.00], [0.05, -0.08, -0.03], [-0.02, 0.00, 0.00], [0.02, 0.06, -0.01], [0.04, 0.05, 0.04], [-0.02, 0.00, 0.03], [0.03, -0.02, 0.04], [0.02, 0.00, 0.02], [0.01, 0.00, 0.01], [0.08, -0.06, 0.00], [0.00, 0.00, -0.02], [0.02, 0.02, -0.03], [-0.03, 0.02, 0.03], [0.00, -0.05, 0.04], [0.00, 0.01, 0.00], [0.02, 0.04, -0.02], [0.02, 0.00, -0.01], [0.01, 0.01, -0.03], [0.00, 0.00, 0.02], [0.03, 0.00, -0.01], [0.00, 0.00, 0.00], [-0.28, -0.25, -0.13], [0.00, -0.01, 0.01], [0.01, 0.00, 0.00], [0.03, 0.04, 0.20], [-0.01, -0.07, 0.02], [0.06, -0.01, 0.01], [0.01, -0.01, -0.02], [0.02, -0.05, -0.01], [0.00, -0.02, 0.02], [0.02, 0.01, -0.01], [0.00, 0.02, -0.01], [-0.01, 0.06, -0.06], [0.01, -0.01, -0.04], [0.01, -0.01, -0.02], [0.02, 0.00, 0.01], [0.02, 0.01, 0.00], [0.00, 0.01, -0.01], [-0.03, -0.03, -0.20], [-0.01, 0.00, 0.00], [-0.05, -0.03, 0.02], [0.05, -0.06, 0.05]]}

---

Ordered LUMO energy results: -0.11207, -0.24388; unit Ha.
Ordered E_HOMO results: -8.722, -12.887; unit eV.